(1)
DFT (ωB97M-V with the def2-TZVPD basis set) results for a molecular structure, C45H64N7O3P2S3Sc.

```
125
C45H64N7O3P2S3Sc (ωB97M-V with the def2-TZVPD basis set)
Sc 0.7127 -0.2045 -0.4081
C -1.5839 -3.1499 0.2898
C -0.8904 -2.6220 1.5448
C -0.2946 -3.7655 2.3707
P -1.7773 -1.4058 2.6517
C -3.1903 -2.3563 3.4146
C -2.7628 -2.8513 4.7996
C -3.8460 -3.4979 2.6364
C -2.6047 -0.3204 1.4240
C -3.9728 -0.3743 1.1364
C -4.5921 0.5049 0.2528
C -6.0793 0.4553 0.0405
C -3.7982 1.4428 -0.3977
C -2.4454 1.5109 -0.1382
C -1.8397 0.6686 0.7934
N -0.4390 0.8078 1.0606
C -0.0548 1.9517 1.7401
C -0.9740 2.8927 2.2336
C -0.5550 4.0395 2.8836
C 0.7902 4.3154 3.0969
C 1.2484 5.5659 3.7954
C 1.7047 3.3711 2.6479
C 1.3288 2.2121 1.9766
P 2.4745 0.8661 1.5159
C 2.8716 0.0940 3.1516
C 1.6246 -0.5551 3.7332
C 3.5080 1.0401 4.1630
C 4.1549 1.4483 0.9476
C 4.4203 0.9922 -0.4890
C 4.4982 2.9299 1.0838
H -0.8343 -3.5447 -0.4027
H -2.2700 -3.9621 0.5300
H -2.1425 -2.3736 -0.2344
H -0.0107 -2.0483 1.2044
H -1.0560 -4.4986 2.6404
H 0.4746 -4.2824 1.7913
H 0.1577 -3.3982 3.2954
H -3.9395 -1.5720 3.5754
H -1.9876 -3.6164 4.7230
H -2.3690 -2.0378 5.4089
H -3.6114 -3.2969 5.3240
H -3.1838 -4.3633 2.5845
H -4.7572 -3.8225 3.1462
H -4.1089 -3.2248 1.6163
H -4.5932 -1.1179 1.6173
H -6.4496 -0.5698 0.0741
H -6.5996 1.0195 0.8183
H -6.3658 0.8904 -0.9189
H -4.2395 2.1272 -1.1150
H -1.8306 2.2367 -0.6598
H -2.0324 2.7171 2.1129
H -1.3041 4.7374 3.2417
H 0.3976 6.1547 4.1375
H 1.8636 5.3325 4.6669
H 1.8453 6.1990 3.1353
H 2.7537 3.5505 2.8403
H 3.6058 -0.6706 2.8762
H 0.8533 0.1872 3.9496
H 1.1582 -1.2637 3.0439
H 1.8580 -1.0709 4.6691
H 2.7955 1.7964 4.4960
H 3.8244 0.4730 5.0415
H 4.3908 1.5437 3.7660
H 4.8235 0.8717 1.5962
H 3.9151 1.6470 -1.2025
H 5.4918 1.0499 -0.6933
H 4.0960 -0.0334 -0.6704
H 3.7474 3.5605 0.6028
H 4.6003 3.2502 2.1198
H 5.4541 3.1183 0.5901
O -2.1510 -1.7526 -2.9615
C -0.9799 -1.6230 -2.6180
O -0.6090 -0.7473 -1.7444
C 0.0855 -2.4620 -3.2520
C -0.2455 -2.9992 -4.4988
C 0.6467 -3.7674 -5.2172
C 1.9010 -4.0226 -4.6754
C 2.2377 -3.5102 -3.4386
C 1.3478 -2.7177 -2.6993
S 1.9887 -2.2070 -1.1195
H -1.2303 -2.7828 -4.8884
H 0.3712 -4.1626 -6.1860
H 2.6196 -4.6259 -5.2164
H 3.2093 -3.7180 -3.0092
N 3.0295 4.0737 -5.7585
C 2.3483 4.4411 -4.6487
O 2.0149 5.5877 -4.4304
C 2.0208 3.3416 -3.6672
C 1.5582 3.7229 -2.4147
C 1.2351 2.7458 -1.4970
N 1.3522 1.4406 -1.7703
C 1.7692 1.0699 -2.9834
C 2.1224 1.9884 -3.9543
H 3.2651 4.7911 -6.4218
H 3.3707 3.1435 -5.9053
H 1.4433 4.7712 -2.1815
H 0.8818 3.0031 -0.5045
H 1.8130 0.0042 -3.1760
H 2.4169 1.6159 -4.9249
C 2.8533 -4.5723 3.8630
N 3.3204 -3.5542 2.9500
C 4.4867 -3.5841 2.2842
N 5.2900 -4.6462 2.5251
S 4.9507 -2.3721 1.2338
H 1.9015 -4.2523 4.2786
H 3.5521 -4.7149 4.6910
H 2.6897 -5.5303 3.3592
H 2.7117 -2.7855 2.7261
H 4.9485 -5.4775 2.9760
H 6.1102 -4.7195 1.9507
S -1.0805 1.6996 -4.5626
C -2.7663 1.6510 -4.3950
N -3.4140 0.5930 -3.9109
C -4.8569 0.4824 -3.8170
C -5.5203 1.3833 -4.8451
C -4.9455 2.7844 -4.7191
N -3.4990 2.7135 -4.7958
H -2.8515 -0.1441 -3.4772
H -5.1939 0.7399 -2.8055
H -5.1219 -0.5618 -3.9879
H -6.5994 1.3996 -4.6944
H -5.3227 1.0024 -5.8490
H -5.2612 3.2339 -3.7693
H -5.3025 3.4308 -5.5212
H -2.9698 3.4576 -5.2146
```

The lowest unoccupied orbital energy comes out at -0.30 eV. For the strongest force on any atom, the calculation gives 0.46 eV/A. The molar mass comes out at 954.158 g mol⁻¹. The calculation puts the HOMO-LUMO gap at 6.857 eV. The value obtained for the highest occupied orbital energy is -7.2 eV. Its energy relative to the best compared isomer or geometry (same formula, charge and spin) is 113.6 kJ/mol.

(2)
DFT (ωB97M-V with the def2-TZVPD basis set) results for a molecular structure, C45H68CoN3O2SSe in a non-equilibrium geometry.

```
121
C45H68CoN3O2SSe (ωB97M-V with the def2-TZVPD basis set)
Co 1.0651 -0.6135 -0.2587
C -2.8391 1.2143 5.9732
C -3.1279 -0.2033 5.4789
C -2.7722 -1.1865 6.6027
C -4.6317 -0.3046 5.1849
C -2.3335 -0.5345 4.2149
C -1.4715 0.3594 3.5951
C -0.8424 0.0355 2.4001
Se 0.3332 1.3115 1.6031
C -0.8761 2.0095 0.2844
C -1.9124 2.8311 0.6690
C -2.8717 3.2533 -0.2518
C -2.7277 2.7833 -1.5501
C -1.6970 1.9429 -1.9818
C -0.6918 1.5750 -1.0536
O 0.3700 0.8953 -1.3745
C -1.7562 1.4593 -3.4454
C -1.6074 2.6610 -4.3883
C -3.1195 0.7897 -3.6928
C -0.6863 0.4302 -3.8311
C -4.0061 4.1748 0.1966
C -4.9757 4.4972 -0.9408
C -4.8022 3.5053 1.3266
C -3.4205 5.4963 0.7152
C -1.0669 -1.1909 1.7178
O -0.6232 -1.3961 0.5248
C -1.8327 -2.1671 2.4328
C -2.4634 -1.7857 3.6085
C -2.0391 -3.6180 1.9517
C -3.4926 -3.7997 1.4911
C -1.7522 -4.5883 3.1098
C -1.1201 -4.0454 0.8002
H -3.4265 1.4166 6.8732
H -3.1052 1.9607 5.2210
H -1.7834 1.3448 6.2231
H -3.3124 -0.9359 7.5220
H -1.7004 -1.1555 6.8113
H -3.0290 -2.2125 6.3303
H -5.2187 -0.0538 6.0754
H -4.9066 -1.3132 4.8690
H -4.9080 0.3826 4.3817
H -1.2743 1.3339 4.0235
H -1.9764 3.1240 1.7124
H -3.4724 3.0706 -2.2834
H -2.3855 3.4090 -4.2187
H -1.6690 2.3355 -5.4326
H -0.6379 3.1418 -4.2367
H -3.9517 1.4891 -3.5882
H -3.2749 -0.0223 -2.9779
H -3.1546 0.3729 -4.7048
H 0.3243 0.8210 -3.7393
H -0.8641 0.1283 -4.8708
H -0.7410 -0.4547 -3.1951
H -5.4471 3.5932 -1.3342
H -4.4723 5.0072 -1.7659
H -5.7668 5.1560 -0.5709
H -5.2371 2.5643 0.9819
H -5.6119 4.1595 1.6672
H -4.1663 3.2797 2.1849
H -2.8616 6.0023 -0.0757
H -2.7362 5.3237 1.5482
H -4.2170 6.1644 1.0603
H -3.1017 -2.5173 4.0976
H -4.1963 -3.6086 2.3054
H -3.6580 -4.8201 1.1262
H -3.7195 -3.1020 0.6808
H -2.4077 -4.4274 3.9667
H -0.7205 -4.4735 3.4501
H -1.8910 -5.6208 2.7731
H -1.3398 -3.5004 -0.1124
H -1.2688 -5.1181 0.6239
H -0.0690 -3.8682 1.0353
C 8.6198 -1.4015 0.5047
C 8.1469 -1.0615 -0.9064
C 6.9135 -1.8444 -1.3482
C 5.6938 -1.6541 -0.4507
N 5.3511 -0.2568 -0.2411
C 4.5118 0.4399 -1.0528
S 4.0077 -0.1370 -2.5359
N 4.1123 1.6242 -0.5390
C 3.0953 2.4836 -1.1479
C 3.5774 3.3011 -2.3366
C 4.7041 4.2950 -2.0588
C 6.0844 3.6624 -1.8696
H 9.5599 -0.8996 0.7421
H 8.7782 -2.4782 0.6170
H 7.8908 -1.0982 1.2598
H 8.9579 -1.2565 -1.6135
H 7.9273 0.0074 -0.9720
H 7.1447 -2.9159 -1.3707
H 6.6362 -1.5482 -2.3618
H 5.8725 -2.0815 0.5365
H 4.8312 -2.1634 -0.8794
H 5.4172 0.0716 0.7081
H 4.2151 1.7212 0.4587
H 2.7801 3.1653 -0.3532
H 2.2311 1.8802 -1.4321
H 2.6987 3.8467 -2.6936
H 3.8769 2.6202 -3.1389
H 4.4494 4.8993 -1.1803
H 4.7570 4.9898 -2.9020
H 6.1696 3.1465 -0.9130
H 6.8717 4.4185 -1.9160
H 6.2781 2.9232 -2.6516
C 2.3479 -1.3215 1.0931
H 2.8002 -2.2959 0.8661
H 1.7993 -1.4250 2.0366
H 3.1543 -0.5980 1.2580
N 1.1455 -1.9405 -1.6746
C 0.6099 -2.7695 -2.2543
C -0.1317 -3.7388 -3.0315
C -1.5189 -3.6557 -3.0187
C -2.2580 -4.5574 -3.7701
C -1.6113 -5.5271 -4.5249
C -0.2260 -5.6032 -4.5291
C 0.5209 -4.7052 -3.7799
H -1.9971 -2.8924 -2.4165
H -3.3379 -4.4970 -3.7665
H -2.1904 -6.2299 -5.1110
H 0.2771 -6.3592 -5.1172
H 1.6022 -4.7511 -3.7718
```

The lowest unoccupied orbital energy (spin up / spin down) comes out at 2.36 / 2.37 eV. For the strongest force on any atom, the calculation gives 1.60 eV/A. Its total charge is -1. The molar mass comes out at 853.018 g mol⁻¹. As for the spin multiplicity: 2. The calculation puts the HOMO-LUMO gap (spin up / spin down) at 6.508 / 6.317 eV. The value obtained for the highest occupied orbital energy (spin up / spin down) is -4.2 / -3.9 eV. Its energy relative to the best compared isomer or geometry (same formula, charge and spin) is 11.8 kJ/mol.

(3)
DFT (ωB97M-V with the def2-TZVPD basis set) results for a molecular structure, C45H68CoN3O2SSe in a non-equilibrium geometry.

```
121
C45H68CoN3O2SSe (ωB97M-V with the def2-TZVPD basis set)
Co 0.1387 0.3294 0.1824
C -2.1890 -6.3610 2.7383
C -1.2901 -5.6476 3.7484
C -2.0615 -5.5217 5.0692
C -0.0500 -6.5218 3.9784
C -0.8660 -4.2691 3.2593
C -1.2381 -3.7356 2.0402
C -0.7945 -2.4871 1.6321
Se -1.3408 -1.8435 -0.0793
C -0.0298 -2.6067 -1.2376
C -0.1103 -3.9467 -1.5542
C 0.8413 -4.5563 -2.3622
C 1.8506 -3.7336 -2.8477
C 1.9670 -2.3739 -2.5741
C 0.9974 -1.7614 -1.7294
O 1.0139 -0.5024 -1.4392
C 3.1679 -1.6435 -3.1958
C 3.0995 -1.7645 -4.7270
C 4.4646 -2.3096 -2.7032
C 3.2836 -0.1501 -2.8735
C 0.7409 -6.0480 -2.6626
C 1.9018 -6.5412 -3.5284
C 0.7569 -6.8436 -1.3497
C -0.5695 -6.3443 -3.4044
C 0.0472 -1.6592 2.4314
O 0.4321 -0.5016 2.0424
C 0.4218 -2.2097 3.7058
C -0.0386 -3.4654 4.0521
C 1.3279 -1.4939 4.7235
C 2.5738 -2.3580 4.9830
C 0.5638 -1.3146 6.0457
C 1.8299 -0.1061 4.3093
H -2.4697 -7.3435 3.1238
H -1.6818 -6.5089 1.7841
H -3.1054 -5.8006 2.5482
H -2.3935 -6.5020 5.4207
H -2.9391 -4.8858 4.9425
H -1.4410 -5.0792 5.8492
H -0.3367 -7.5174 4.3277
H 0.6127 -6.0824 4.7245
H 0.5190 -6.6317 3.0541
H -1.8802 -4.2890 1.3663
H -0.9294 -4.5276 -1.1439
H 2.6104 -4.1730 -3.4796
H 3.0647 -2.8025 -5.0594
H 3.9760 -1.2934 -5.1798
H 2.2110 -1.2601 -5.1115
H 4.5390 -3.3492 -3.0242
H 4.5115 -2.2913 -1.6135
H 5.3329 -1.7733 -3.0933
H 2.4335 0.4229 -3.2350
H 4.1873 0.2231 -3.3652
H 3.3566 0.0396 -1.8061
H 2.8646 -6.3749 -3.0425
H 1.9228 -6.0418 -4.4985
H 1.7983 -7.6139 -3.7071
H 1.6734 -6.6489 -0.7912
H 0.6939 -7.9166 -1.5495
H -0.0820 -6.5711 -0.7089
H -0.6176 -5.7862 -4.3407
H -1.4336 -6.0596 -2.8041
H -0.6523 -7.4100 -3.6313
H 0.2691 -3.8588 5.0152
H 2.3221 -3.3306 5.4067
H 3.2448 -1.8498 5.6804
H 3.1150 -2.5303 4.0516
H 0.2155 -2.2625 6.4567
H -0.3095 -0.6761 5.8969
H 1.2078 -0.8390 6.7905
H 2.4216 -0.1356 3.3985
H 2.4500 0.2776 5.1260
H 1.0151 0.5897 4.1253
C -3.9958 6.2052 -0.5071
C -2.9811 6.3463 -1.6303
C -1.5447 6.0611 -1.2073
C -1.3064 4.6676 -0.6283
N -1.8437 3.5950 -1.4515
C -1.0989 2.9638 -2.3996
S 0.2469 3.6782 -3.0711
N -1.5688 1.7445 -2.7589
C -0.8877 0.8696 -3.7118
C -1.0831 1.2397 -5.1749
C -2.5188 1.2297 -5.6920
C -3.4004 2.3568 -5.1628
H -4.9910 6.5204 -0.8253
H -3.7204 6.8073 0.3624
H -4.0801 5.1759 -0.1623
H -3.0333 7.3626 -2.0311
H -3.2485 5.6796 -2.4544
H -1.2331 6.7930 -0.4544
H -0.8813 6.1821 -2.0654
H -1.7662 4.5710 0.3606
H -0.2356 4.4978 -0.5050
H -2.5776 3.0404 -1.0396
H -2.0791 1.2548 -2.0373
H -1.3004 -0.1284 -3.5372
H 0.1687 0.8080 -3.4519
H -0.5023 0.4986 -5.7353
H -0.6207 2.2072 -5.3797
H -2.9817 0.2600 -5.4792
H -2.4837 1.3030 -6.7836
H -3.7287 2.1776 -4.1412
H -4.2905 2.4833 -5.7825
H -2.8581 3.3044 -5.1584
C 1.3553 1.7728 0.4097
H 1.4756 2.3635 -0.5047
H 2.3059 1.2931 0.6636
H 1.0676 2.4442 1.2255
N -1.4865 1.3644 0.7888
C -2.3317 1.6893 1.4962
C -3.2811 2.1437 2.4735
C -4.3845 2.9056 2.1003
C -5.2611 3.3357 3.0814
C -5.0336 2.9958 4.4091
C -3.9354 2.2239 4.7718
C -3.0456 1.7896 3.8040
H -4.5590 3.1531 1.0634
H -6.1197 3.9327 2.8054
H -5.7233 3.3318 5.1727
H -3.7666 1.9573 5.8061
H -2.1847 1.1876 4.0595
```

The lowest unoccupied orbital energy (spin up / spin down) comes out at 1.87 / 1.88 eV. For the strongest force on any atom, the calculation gives 1.58 eV/A. Its total charge is -1. The molar mass comes out at 853.018 g mol⁻¹. As for the spin multiplicity: 2. The calculation puts the HOMO-LUMO gap (spin up / spin down) at 6.020 / 5.961 eV. The value obtained for the highest occupied orbital energy (spin up / spin down) is -4.2 / -4.1 eV. Its energy relative to the best compared isomer or geometry (same formula, charge and spin) is 1.4 kJ/mol.

(4)
DFT (ωB97M-V with the def2-TZVPD basis set) results for a molecular structure, C45H70BrN5O2Se2Ti in a non-equilibrium geometry.

```
126
C45H70BrN5O2Se2Ti (ωB97M-V with the def2-TZVPD basis set)
Ti 0.5333 -0.6848 0.0999
C 6.1088 3.7147 -3.4475
C 5.7383 3.6446 -1.9586
C 7.0013 3.3608 -1.1298
C 5.1849 5.0078 -1.5362
C 4.7188 2.5283 -1.7231
C 3.4785 2.7599 -1.1586
C 2.6253 1.6959 -0.9281
Se 0.9128 1.9210 -0.0886
C 1.5765 1.9119 1.7244
C 2.2658 2.9942 2.2088
C 2.7556 2.9739 3.5115
C 2.4373 1.8606 4.2752
C 1.6871 0.7588 3.8296
C 1.3006 0.7676 2.4843
O 0.6586 -0.2490 1.8291
C 1.4051 -0.3506 4.8660
C 0.9266 0.2713 6.1906
C 0.3119 -1.3308 4.4357
C 2.7001 -1.1404 5.1136
C 3.5703 4.1572 4.0344
C 4.0714 3.9375 5.4606
C 2.6922 5.4186 4.0147
C 4.7879 4.3707 3.1196
C 2.9438 0.3816 -1.2444
O 2.0505 -0.5871 -0.9339
C 4.1749 0.1195 -1.8787
C 5.0223 1.2076 -2.0780
C 4.5620 -1.2919 -2.3516
C 3.4835 -1.8346 -3.3045
C 5.8907 -1.3056 -3.1059
C 4.7029 -2.2228 -1.1368
H 6.8081 4.5390 -3.6206
H 5.2184 3.8860 -4.0600
H 6.5874 2.7944 -3.7920
H 7.7352 4.1605 -1.2742
H 7.4703 2.4169 -1.4202
H 6.7576 3.3049 -0.0644
H 5.9337 5.7801 -1.7248
H 4.9468 5.0300 -0.4681
H 4.2855 5.2695 -2.1016
H 3.1639 3.7609 -0.8875
H 2.4332 3.8460 1.5581
H 2.7908 1.8304 5.2978
H 0.0322 0.8813 6.0298
H 1.6812 0.8965 6.6723
H 0.6729 -0.5291 6.8927
H -0.6213 -0.8046 4.2140
H 0.1181 -2.0344 5.2512
H 0.6105 -1.9025 3.5612
H 3.4863 -0.4951 5.5150
H 3.0720 -1.5791 4.1806
H 2.5232 -1.9514 5.8297
H 3.2449 3.8275 6.1688
H 4.6584 4.8045 5.7724
H 4.7148 3.0555 5.5301
H 1.8119 5.2868 4.6511
H 2.3489 5.6512 3.0023
H 3.2579 6.2792 4.3854
H 5.4167 3.4753 3.0959
H 5.3928 5.2073 3.4830
H 4.4836 4.5979 2.0926
H 5.9822 1.0223 -2.5457
H 3.4541 -1.2429 -4.2252
H 2.4968 -1.7991 -2.8463
H 3.7068 -2.8743 -3.5727
H 5.8712 -0.6525 -3.9826
H 6.0890 -2.3240 -3.4508
H 6.7229 -1.0089 -2.4622
H 3.7702 -2.2723 -0.5839
H 5.4804 -1.8563 -0.4618
H 4.9755 -3.2330 -1.4618
C -0.3873 -4.3389 -3.9270
C 0.2299 -4.1031 -2.5731
C 1.0133 -5.0457 -1.9372
C 1.5484 -4.7583 -0.6989
C 1.2722 -3.5292 -0.1443
Br 2.0310 -3.0716 1.5216
N 0.5110 -2.5998 -0.7109
C 0.0196 -2.9019 -1.9154
H 0.0204 -5.2340 -4.3935
H -0.2077 -3.4903 -4.5897
H -1.4681 -4.4689 -3.8394
H 1.2249 -5.9976 -2.4133
H 2.1833 -5.4579 -0.1752
H -0.5546 -2.1157 -2.3899
C -1.6202 -2.6396 1.5810
N -1.8342 -1.4344 0.7546
C -2.7211 -1.8046 -0.3641
C -2.5720 -0.4907 1.6476
C -3.0042 0.8626 1.1145
N -1.9926 1.9041 1.1992
C -1.7947 2.3091 2.5931
C -2.4095 3.0629 0.4151
H -2.5690 -2.9916 1.9984
H -0.9455 -2.4133 2.3998
H -1.2010 -3.4421 0.9799
H -3.7402 -1.9929 -0.0027
H -2.3601 -2.7175 -0.8316
H -2.7401 -1.0171 -1.1134
H -1.9647 -0.3459 2.5380
H -3.4827 -1.0137 1.9547
H -3.8848 1.1668 1.7038
H -3.3371 0.7717 0.0786
H -2.7436 2.6218 3.0622
H -1.0979 3.1458 2.6357
H -1.3666 1.4955 3.1827
H -3.3768 3.4626 0.7599
H -2.4942 2.7831 -0.6352
H -1.6612 3.8506 0.4954
C -3.9241 -0.0511 -3.5385
N -3.0373 0.7118 -4.4034
C -3.3833 1.2803 -5.6241
C -2.2892 1.9136 -6.0821
N -1.2873 1.7254 -5.1382
C 0.0706 2.2664 -5.2081
C -1.7553 0.9914 -4.1069
Se -0.7849 0.5592 -2.5949
H -4.9073 -0.0908 -3.9975
H -3.9997 0.4285 -2.5632
H -3.5462 -1.0631 -3.4057
H -4.3691 1.1795 -6.0502
H -2.1305 2.4784 -6.9877
H 0.1903 2.7743 -6.1614
H 0.7976 1.4628 -5.1207
H 0.2383 2.9651 -4.3916
```

The lowest unoccupied orbital energy (spin up / spin down) comes out at -2.36 / -2.37 eV. For the strongest force on any atom, the calculation gives 2.19 eV/A. Its total charge is +1. The molar mass comes out at 998.779 g mol⁻¹. As for the spin multiplicity: 2. The calculation puts the HOMO-LUMO gap (spin up / spin down) at 7.504 / 7.661 eV. The value obtained for the highest occupied orbital energy (spin up / spin down) is -9.9 / -10.0 eV. Its energy relative to the best compared isomer or geometry (same formula, charge and spin) is 27.9 kJ/mol.